The following is a quantum chemistry calculation of a cluster of 10 separate species, C36H54Br6O3 in total, from the Open Molecules 2025 dataset.

Results
Kohn-Sham gap: 9.653 eV
SMILES: c1ccccc1.c1ccccc1.c1ccccc1.c1ccccc1.BrCCBr.BrCCBr.BrCCBr.CCO.CCO.CCO
HOMO level: -9.2562 eV
E_LUMO: 0.40 eV
total energy: -464604.887 eV

The geometry in ORCA input format:
```
! wB97M-V def2-TZVPD RIJCOSX def2/J DEFGRID3
* xyz 0 1
C -3.153 -1.456 1.802
C -4.016 -0.373 1.698
C -5.347 -0.563 1.372
C -5.810 -1.839 1.071
C -4.940 -2.914 1.149
C -3.610 -2.735 1.504
H -2.135 -1.293 2.136
H -3.664 0.612 1.986
H -6.031 0.276 1.317
H -6.846 -1.979 0.793
H -5.278 -3.930 0.973
H -2.969 -3.584 1.706
C 4.227 1.917 0.723
C 3.721 2.544 1.857
C 4.561 2.830 2.924
C 5.887 2.387 2.880
C 6.386 1.735 1.765
C 5.561 1.530 0.671
H 3.538 1.659 -0.075
H 2.657 2.715 1.923
H 4.201 3.166 3.888
H 6.517 2.499 3.754
H 7.410 1.385 1.763
H 5.941 1.059 -0.229
C 1.611 4.384 -3.903
C 0.358 4.086 -3.409
C 0.226 3.462 -2.184
C 1.352 3.097 -1.460
C 2.617 3.381 -1.961
C 2.746 4.073 -3.157
H 1.783 4.951 -4.811
H -0.513 4.328 -4.009
H -0.754 3.177 -1.822
H 1.284 2.696 -0.456
H 3.495 3.123 -1.382
H 3.736 4.337 -3.506
C -2.253 4.112 1.408
C -1.047 3.474 1.633
C 0.029 4.186 2.135
C -0.138 5.521 2.506
C -1.372 6.138 2.349
C -2.442 5.419 1.825
H -3.038 3.512 0.965
H -0.938 2.418 1.418
H 1.003 3.724 2.190
H 0.708 6.099 2.859
H -1.489 7.152 2.708
H -3.379 5.942 1.672
Br 1.123 -7.285 -0.656
C -0.286 -6.615 -1.807
C 0.235 -5.699 -2.872
Br 0.813 -4.002 -2.144
H -1.032 -6.141 -1.181
H -0.705 -7.505 -2.275
H -0.554 -5.477 -3.593
H 1.069 -6.087 -3.448
Br -6.367 -1.349 -2.670
C -4.770 -0.454 -2.049
C -5.088 1.007 -1.793
Br -3.432 1.927 -1.378
H -3.984 -0.575 -2.793
H -4.435 -0.982 -1.159
H -5.803 1.172 -0.997
H -5.454 1.442 -2.720
Br -1.258 -1.032 -3.978
C -0.831 0.864 -3.951
C -1.174 1.537 -5.240
Br -3.066 1.509 -5.602
H 0.238 0.884 -3.761
H -1.373 1.316 -3.125
H -0.694 1.052 -6.087
H -0.821 2.567 -5.207
C 0.303 -4.473 5.025
C 0.372 -4.736 3.519
O -0.345 -3.670 2.867
H -0.653 -4.748 5.467
H 0.451 -3.407 5.194
H 1.090 -5.031 5.537
H -0.168 -5.645 3.255
H 1.418 -4.774 3.219
H 0.152 -3.257 2.154
C -0.800 -0.127 -0.542
C 0.282 -0.994 0.016
O 1.445 -0.184 0.237
H -1.724 -0.691 -0.672
H -0.531 0.351 -1.481
H -1.022 0.658 0.184
H 0.497 -1.840 -0.631
H -0.059 -1.348 0.997
H 1.996 -0.640 0.882
C 4.148 -2.979 -0.428
C 3.858 -2.600 1.002
O 2.514 -2.882 1.418
H 4.261 -4.061 -0.545
H 5.159 -2.607 -0.650
H 3.485 -2.582 -1.190
H 3.993 -1.520 1.122
H 4.611 -3.010 1.680
H 2.518 -3.716 1.891
*
```